Record 1
{
  "formula": "C25H58Br2ClFN7O3P2",
  "method": "ωB97M-V with the def2-TZVPD basis set",
  "total_charge": 1,
  "species": ["C", "C", "Br", "C", "Br", "C", "N", "C", "Cl", "C", "C", "C", "C", "C", "O", "C", "C", "C", "F", "H", "H", "H", "H", "H", "H", "H", "H", "H", "H", "H", "H", "H", "H", "H", "H", "H", "H", "H", "H", "H", "H", "O", "P", "N", "C", "C", "N", "C", "C", "N", "C", "C", "H", "H", "H", "H", "H", "H", "H", "H", "H", "H", "H", "H", "H", "H", "H", "H", "H", "H", "O", "P", "N", "C", "C", "N", "C", "C", "N", "C", "C", "H", "H", "H", "H", "H", "H", "H", "H", "H", "H", "H", "H", "H", "H", "H", "H", "H", "H"],
  "xyz": [[-2.914, 1.701, -1.235], [-2.531, 2.511, -2.502], [-2.173, 4.349, -1.957], [-1.235, 1.936, -3.167], [0.286, 2.173, -1.989], [-1.423, 0.488, -3.519], [-2.613, -0.016, -3.603], [-2.617, -1.458, -3.888], [-2.777, -1.816, -5.606], [-1.265, -1.820, -3.231], [-0.801, -3.249, -3.363], [0.533, -3.563, -2.660], [0.524, -4.892, -1.877], [1.269, -4.756, -0.554], [0.689, -3.696, 0.190], [-0.442, -0.638, -3.845], [1.059, -0.471, -3.569], [1.892, -1.293, -4.571], [2.674, -0.413, -5.313], [-3.144, 2.346, -0.398], [-3.756, 1.040, -1.450], [-2.092, 1.034, -0.968], [-3.357, 2.498, -3.211], [-1.090, 2.503, -4.091], [-3.496, 0.462, -3.488], [-3.419, -1.949, -3.340], [-1.444, -1.481, -2.204], [-0.809, -3.582, -4.402], [-1.563, -3.856, -2.863], [0.835, -2.769, -1.979], [1.308, -3.657, -3.422], [1.002, -5.666, -2.478], [-0.489, -5.232, -1.648], [2.331, -4.590, -0.766], [1.147, -5.688, 0.007], [1.295, -3.413, 0.880], [-0.500, -0.650, -4.945], [1.310, 0.560, -3.801], [1.342, -0.707, -2.548], [1.257, -1.813, -5.293], [2.564, -1.991, -4.078], [3.342, 2.511, -0.057], [4.715, 2.701, 0.520], [5.673, 2.769, -0.899], [7.116, 2.621, -0.960], [5.221, 3.708, -1.923], [4.903, 1.183, 1.317], [6.014, 0.294, 1.037], [3.683, 0.423, 1.551], [5.871, 3.455, 1.566], [5.632, 3.290, 3.020], [5.948, 4.920, 1.323], [7.662, 3.516, -0.634], [7.407, 2.420, -1.993], [7.477, 1.780, -0.379], [5.526, 4.741, -1.710], [4.136, 3.693, -2.013], [5.629, 3.431, -2.897], [6.021, -0.056, -0.003], [5.962, -0.581, 1.688], [6.968, 0.768, 1.271], [3.350, -0.120, 0.656], [2.873, 1.070, 1.875], [3.855, -0.303, 2.350], [4.631, 3.612, 3.318], [6.362, 3.885, 3.569], [5.771, 2.259, 3.327], [4.994, 5.421, 1.510], [6.247, 5.130, 0.296], [6.703, 5.363, 1.969], [-4.191, -0.765, 0.993], [-4.842, -0.612, 2.363], [-3.328, -0.165, 3.108], [-2.981, -0.254, 4.515], [-2.657, 0.997, 2.534], [-5.191, -2.265, 2.678], [-4.536, -3.006, 3.740], [-5.395, -3.113, 1.510], [-5.706, -0.077, 3.787], [-7.089, -0.597, 3.947], [-5.828, 1.404, 3.835], [-3.421, 0.544, 5.131], [-1.896, -0.180, 4.617], [-3.258, -1.205, 4.956], [-3.062, 1.944, 2.920], [-2.758, 1.023, 1.452], [-1.589, 0.970, 2.759], [-3.452, -3.082, 3.589], [-4.943, -4.018, 3.790], [-4.741, -2.565, 4.716], [-4.449, -3.426, 1.052], [-5.987, -2.603, 0.754], [-5.950, -4.008, 1.802], [-7.713, -0.400, 3.072], [-7.551, -0.121, 4.812], [-7.088, -1.665, 4.138], [-6.383, 1.802, 2.982], [-4.848, 1.877, 3.854], [-6.340, 1.704, 4.748]]
}

Record 2
{
  "formula": "C57H40NbO8",
  "method": "ωB97M-V with the def2-TZVPD basis set",
  "total_charge": -1,
  "de_lowest_kcal_mol": 16.4,
  "species": ["C", "Nb", "H", "H", "H", "H", "H", "H", "H", "H", "C", "C", "C", "C", "C", "C", "C", "O", "C", "C", "C", "C", "C", "C", "C", "O", "H", "H", "H", "H", "H", "H", "H", "H", "C", "C", "C", "C", "C", "C", "C", "O", "C", "C", "C", "C", "C", "C", "C", "O", "H", "H", "H", "H", "H", "H", "H", "H", "C", "C", "C", "C", "C", "C", "C", "O", "C", "C", "C", "C", "C", "C", "C", "O", "H", "H", "H", "H", "H", "H", "H", "H", "C", "C", "C", "C", "C", "C", "C", "O", "C", "C", "C", "C", "C", "C", "C", "O", "H", "H", "H", "H", "H", "H", "H", "H"],
  "xyz": [[5.958, -8.320, -10.100], [3.658, -8.290, -10.149], [6.297, -7.402, -10.785], [6.277, -9.300, -10.673], [6.412, -8.259, -9.014], [3.588, -6.535, -9.627], [3.505, -8.835, -8.431], [3.614, -10.026, -10.718], [3.786, -7.764, -11.881], [1.849, -8.262, -10.332], [6.501, -5.317, -7.364], [7.282, -4.424, -6.630], [6.856, -3.994, -5.373], [5.638, -4.448, -4.852], [4.845, -5.321, -5.596], [5.283, -5.766, -6.850], [3.536, -5.767, -5.078], [2.841, -6.537, -5.729], [3.073, -5.266, -3.769], [1.808, -5.635, -3.292], [1.368, -5.176, -2.048], [2.191, -4.357, -1.275], [3.449, -3.983, -1.750], [3.887, -4.431, -3.004], [5.204, -4.001, -3.513], [5.926, -3.277, -2.837], [6.837, -5.660, -8.340], [8.225, -4.065, -7.036], [7.473, -3.301, -4.804], [4.676, -6.458, -7.431], [1.161, -6.277, -3.888], [0.384, -5.460, -1.682], [1.852, -4.006, -0.304], [4.084, -3.340, -1.144], [-3.405, -0.098, -1.260], [-2.625, -1.191, -1.636], [-1.900, -1.896, -0.673], [-1.945, -1.498, 0.668], [-2.706, -0.390, 1.040], [-3.446, 0.305, 0.076], [-2.721, 0.068, 2.445], [-3.392, 1.039, 2.773], [-1.911, -0.655, 3.445], [-1.871, -0.197, 4.768], [-1.119, -0.882, 5.724], [-0.413, -2.030, 5.364], [-0.446, -2.486, 4.045], [-1.189, -1.791, 3.082], [-1.190, -2.260, 1.682], [-0.566, -3.266, 1.364], [-3.977, 0.446, -2.009], [-2.583, -1.497, -2.679], [-1.298, -2.752, -0.973], [-4.053, 1.163, 0.361], [-2.422, 0.697, 5.058], [-1.085, -0.522, 6.750], [0.168, -2.569, 6.110], [0.111, -3.380, 3.771], [-0.397, 5.706, 6.127], [-0.939, 4.444, 5.889], [-0.441, 3.330, 6.568], [0.611, 3.478, 7.479], [1.170, 4.737, 7.699], [0.657, 5.856, 7.030], [2.313, 4.896, 8.620], [2.802, 6.002, 8.817], [2.864, 3.704, 9.295], [3.984, 3.832, 10.127], [4.503, 2.712, 10.779], [3.901, 1.465, 10.611], [2.789, 1.334, 9.779], [2.275, 2.454, 9.112], [1.120, 2.298, 8.206], [0.593, 1.202, 8.054], [-0.791, 6.575, 5.605], [-1.752, 4.326, 5.176], [-0.873, 2.349, 6.381], [1.079, 6.843, 7.206], [4.458, 4.803, 10.266], [5.376, 2.813, 11.420], [4.301, 0.594, 11.124], [2.327, 0.356, 9.648], [-7.542, 6.754, -5.189], [-6.762, 5.660, -5.565], [-6.037, 4.956, -4.603], [-6.082, 5.353, -3.261], [-6.842, 6.461, -2.889], [-7.583, 7.156, -3.854], [-6.858, 6.920, -1.485], [-7.528, 7.891, -1.157], [-6.048, 6.196, -0.484], [-6.008, 6.655, 0.839], [-5.255, 5.969, 1.794], [-4.550, 4.821, 1.434], [-4.583, 4.365, 0.116], [-5.326, 5.060, -0.848], [-5.327, 4.591, -2.247], [-4.703, 3.585, -2.565], [-8.114, 7.297, -5.938], [-6.720, 5.354, -6.608], [-5.435, 4.100, -4.903], [-8.190, 8.014, -3.569], [-6.559, 7.548, 1.129], [-5.222, 6.330, 2.820], [-3.969, 4.283, 2.180], [-4.026, 3.471, -0.159]]
}

HOMO-LUMO gap? In order: 0.2301, 0.1561 hartree.
HOMO energy? In order: -10.203, -4.743 eV.